Below is a structure of composition C81H180As5F30N9 at a distorted geometry, with properties calculated with the ωB97M-V functional and the def2-TZVPD basis.

XYZ file:
```
305
Properties=species:S:1:pos:R:3
H 4.375 6.879 31.581
H 8.086 -5.745 27.662
C 15.694 -5.367 32.197
H 11.629 1.157 27.915
C 16.274 -6.591 17.670
H 9.375 3.496 24.110
H 18.931 3.746 25.030
F 7.689 -0.699 29.585
H 7.289 5.610 35.110
F 5.731 2.157 29.954
H 15.808 -7.394 18.318
H 11.562 -0.330 39.472
C 12.732 -1.903 40.352
H 13.824 -1.238 38.656
H 9.275 -5.446 32.071
F 10.871 7.087 30.152
C 11.870 -0.658 40.491
H 12.103 -0.200 43.225
As 6.736 0.772 29.859
C 10.743 0.545 27.913
C 9.336 -0.845 26.483
H 10.518 11.258 27.513
H 10.637 1.633 44.349
H 21.000 2.433 22.269
H 14.392 2.131 30.830
H 20.621 2.954 24.707
F 12.546 -3.887 28.494
C 7.095 5.060 34.205
H 14.464 -5.741 21.363
F 12.524 1.080 38.085
As 13.463 -2.922 29.565
H 10.131 -3.003 40.560
H 12.272 4.819 34.660
H 15.891 -6.611 20.261
C 10.816 -3.493 33.616
C 8.223 7.717 26.788
H 15.017 -5.494 32.979
C 11.059 -0.464 43.616
H 9.517 -1.648 42.850
H 9.247 0.606 44.089
H 19.385 2.133 22.087
H 12.620 -1.428 27.018
F 12.788 -3.750 30.886
H 10.306 4.526 25.065
F 10.275 0.661 37.554
C 20.274 3.523 20.563
C 7.746 3.775 32.228
H 18.173 5.118 23.519
H 7.157 -4.309 28.008
H 8.153 7.320 27.841
H 8.657 -5.906 30.170
H 6.544 4.147 34.487
N 10.520 -0.934 41.251
C 8.507 -4.949 29.696
C 9.686 1.415 25.925
C 14.829 1.786 31.745
C 4.841 4.377 32.177
H 7.593 -3.038 30.130
F 16.243 -0.989 23.015
C 10.111 1.339 42.238
H 8.900 5.378 33.087
C 18.251 -1.978 32.207
C 7.554 -5.232 28.442
H 8.727 13.967 29.185
H 14.382 -4.438 20.262
H 8.209 14.114 25.386
C 14.314 3.526 34.968
H 2.974 7.239 29.464
C 15.978 4.203 21.890
C 7.552 12.203 28.728
H 15.870 -3.196 32.096
H 11.013 -0.341 28.426
H 9.845 -1.562 39.399
N 16.232 -4.722 21.072
C 8.861 9.100 26.655
H 14.457 -0.647 40.160
C 14.711 -4.673 21.243
H 6.926 6.883 33.154
H 5.442 6.229 33.869
F 8.222 1.717 29.871
H 9.322 2.133 42.115
F 14.394 -2.017 30.738
C 17.265 3.481 22.282
C 9.870 -2.171 26.866
H 7.789 5.577 31.080
H 12.131 2.525 33.745
F 11.955 -1.045 36.930
C 9.770 11.621 28.239
H 17.663 2.812 21.489
H 21.855 6.239 21.884
H 13.369 8.322 34.804
C 7.456 -2.580 32.572
C 13.720 6.334 34.080
H 20.284 6.358 21.474
C 9.780 -2.895 31.432
C 17.541 -4.178 31.260
H 15.504 4.660 22.758
H 12.323 7.184 35.457
H 14.280 6.706 33.198
H 9.458 -4.615 29.364
H 21.370 5.072 19.618
C 12.906 2.638 33.065
C 4.845 6.075 29.695
N 13.767 3.826 33.608
H 19.193 -4.793 29.397
H 11.493 -4.150 33.157
C 9.648 3.713 25.111
H 14.502 4.479 31.790
H 20.423 5.579 23.905
H 17.300 -1.760 32.541
H 7.164 7.840 26.473
H 17.847 -5.315 22.304
H 10.070 -2.118 27.949
C 8.373 12.207 26.288
F 10.954 0.255 35.094
H 20.865 -4.068 29.102
H 11.342 -3.603 26.190
F 11.687 3.937 28.772
C 19.680 -3.063 30.593
H 16.917 -4.501 18.226
H 11.514 -1.980 32.282
H 8.971 -0.901 25.462
F 11.474 2.352 36.193
F 6.764 0.494 31.571
F 18.276 0.422 22.816
C 9.754 -1.934 40.408
C 19.248 -3.013 28.115
H 20.569 2.732 19.768
H 8.106 9.670 28.631
H 11.264 -3.023 34.503
C 5.283 6.518 31.109
C 9.698 0.285 41.273
C 17.597 -2.106 29.779
H 3.720 6.401 28.077
C 12.782 7.482 34.519
C 16.315 -5.348 18.460
N 19.705 3.847 23.039
H 16.132 4.958 21.076
H 17.159 -3.758 28.477
H 4.334 7.947 28.522
H 19.313 3.801 20.239
H 12.004 7.774 33.799
H 10.756 2.972 26.766
H 17.060 2.761 23.131
H 13.458 3.271 35.577
H 19.374 -3.520 27.159
C 11.547 -0.189 25.671
H 9.924 1.136 28.329
H 14.980 2.701 34.986
H 6.027 7.240 31.037
F 11.047 6.111 27.764
H 16.714 -4.857 24.436
H 18.330 -4.893 31.630
H 14.859 4.362 35.373
F 9.597 5.134 29.603
F 12.995 6.031 29.345
C 12.111 -1.537 26.066
F 14.162 -2.050 28.224
H 9.010 9.475 25.658
H 16.576 -1.863 30.033
C 10.237 0.845 43.690
H 4.525 3.957 31.200
H 14.145 1.022 33.727
H 6.837 4.341 30.318
H 19.732 -2.001 27.956
N 8.448 11.548 27.688
H 18.719 -2.630 32.955
H 9.182 11.719 25.797
H 6.569 11.972 28.288
H 6.731 -4.346 31.009
C 20.728 4.920 23.118
H 14.380 -5.515 23.873
N 8.467 -3.515 31.856
C 16.857 -3.437 20.660
H 13.067 -4.098 22.455
C 14.916 4.060 32.728
C 19.790 -3.788 29.269
H 9.239 1.226 24.896
H 16.267 2.545 33.237
H 15.323 -4.885 18.444
H 12.274 -2.653 39.664
H 20.128 -2.094 30.516
F 13.291 0.768 35.810
H 11.101 1.713 41.957
C 17.746 -2.796 28.444
C 10.987 -2.572 25.972
H 12.378 0.083 41.125
H 12.951 -1.786 25.339
C 16.749 -5.264 22.352
H 4.220 5.168 29.705
F 11.439 5.008 31.104
C 21.027 5.616 21.722
H 16.130 -2.949 19.984
H 17.279 -2.199 27.641
H 7.449 11.852 25.858
C 16.559 -5.728 19.998
H 4.000 4.885 32.660
H 11.143 -0.954 44.626
H 22.215 4.114 20.787
H 8.736 3.998 25.624
H 7.144 2.885 32.484
C 15.703 2.856 32.371
C 8.452 13.723 26.362
C 3.901 7.043 28.940
H 8.736 6.955 26.213
H 17.737 -3.628 20.045
N 5.851 5.396 31.945
H 6.490 14.178 27.060
C 19.601 3.129 24.358
C 7.719 13.727 28.777
H 18.535 5.003 21.846
H 9.610 0.573 40.224
H 18.803 -1.010 32.064
H 12.111 0.711 25.715
H 10.044 -1.513 33.147
H 6.962 10.039 27.239
H 7.814 -2.280 33.543
H 15.489 4.878 33.130
H 15.717 -6.462 16.781
H 7.691 11.554 29.651
H 16.899 -3.932 33.382
C 21.310 4.595 20.620
C 8.766 -4.762 32.738
H 8.821 1.711 26.612
H 14.442 -3.814 24.561
H 16.351 3.180 31.517
H 7.781 -5.174 32.898
H 17.624 -5.950 20.148
H 9.767 10.948 29.124
H 15.327 3.387 21.478
H 11.375 2.368 25.098
N 18.213 -2.830 30.979
C 7.057 4.772 31.290
H 17.264 -2.789 21.451
C 12.922 5.078 33.775
H 10.569 -2.545 24.949
F 6.758 0.894 28.108
H 8.895 3.909 34.057
H 6.736 -5.785 28.884
H 5.100 3.520 32.827
C 6.279 5.943 33.271
C 8.000 9.984 27.559
C 14.146 -3.896 22.432
H 8.843 -3.588 34.530
H 20.211 -3.553 31.450
H 10.374 -3.593 30.862
C 20.142 2.833 21.943
H 9.793 -5.012 34.598
C 14.736 -4.487 23.691
H 17.320 -6.952 17.426
C 10.579 -1.439 42.609
F 18.379 -1.783 23.750
C 8.292 4.514 33.455
H 12.365 5.078 32.837
H 21.647 4.330 23.348
C 16.477 -4.065 32.373
H 15.493 0.896 31.509
H 12.553 2.944 32.110
H 12.894 -2.395 41.326
F 14.684 -4.183 29.455
C 16.240 -4.516 23.536
F 16.587 -1.253 25.415
H 8.503 -0.488 27.150
C 7.740 -3.951 30.634
H 16.383 -6.309 22.415
N 10.352 0.194 26.480
H 11.235 -0.299 24.637
C 10.529 2.639 25.764
H 14.450 6.242 34.865
C 14.051 -1.494 39.682
H 17.205 -4.496 30.309
As 11.766 0.674 36.602
H 6.501 -3.122 32.711
H 6.905 14.124 29.383
H 7.791 15.400 27.440
F 5.224 -0.137 29.688
C 9.539 -4.200 33.961
H 19.149 2.105 24.167
H 8.757 -1.938 40.826
C 10.569 -2.343 32.646
H 15.220 -5.423 31.267
H 16.294 -6.252 32.139
H 11.228 -2.363 42.612
H 9.796 9.011 27.115
H 16.692 -3.490 23.455
H 14.798 -2.243 39.632
C 7.556 14.316 27.357
H 7.259 -1.803 31.874
As 17.453 -0.428 24.183
H 8.572 3.481 31.575
C 18.358 4.449 22.710
C 13.711 1.400 32.779
H 9.005 -2.793 26.775
F 18.620 0.175 25.334
H 9.349 14.217 26.484
As 11.293 5.567 29.478
F 12.210 -1.677 29.525
H 9.543 -2.123 30.714
H 14.326 -2.844 22.303
H 18.143 -1.139 29.723
H 8.723 -0.046 41.564
F 16.446 0.998 24.429
H 5.721 5.861 29.128
H 10.021 12.605 28.513
H 12.926 0.726 32.330
```

total charge	+4
multiplicity	1
frontier orbital gap	11.34	eV
LUMO level	-0.1924	Ha